{
  "formula": "C5H13N3O",
  "method": "wB97M-V/def2-TZVPD",
  "smiles": "[H]/N=C(\\N(C)N)C(C)(C)O",
  "e_lumo_ha": 0.0264,
  "relative_energy_kj_mol": 429.1,
  "energy_ha": -437.6907,
  "homo_lumo_gap_ha": 0.324,
  "species": ["C", "C", "C", "C", "N", "C", "N", "O", "N", "H", "H", "H", "H", "H", "H", "H", "H", "H", "H", "H", "H", "H"],
  "xyz": [[0.405592, 0.865875, -0.091333], [-1.585340, -1.326834, -0.640618], [1.718922, 0.355172, -0.645601], [-0.497326, 1.549039, -1.099691], [-0.520677, -1.099362, 0.322480], [-0.229600, 0.225113, 1.073815], [0.150391, -2.268204, 0.774200], [1.016563, 2.205452, 0.779987], [-0.249591, 0.411862, 2.321630], [0.520493, 2.313442, 1.613421], [0.518610, -2.137986, 1.715713], [0.955508, -2.451512, 0.174438], [-0.614509, -0.429996, 2.777867], [-1.172981, -1.517100, -1.635851], [-2.181211, -2.198523, -0.351200], [-2.274717, -0.481572, -0.671418], [2.305792, -0.161171, 0.117239], [2.309946, 1.218725, -0.959459], [1.551820, -0.308302, -1.497643], [0.002222, 2.449183, -1.464307], [-1.436901, 1.872154, -0.646024], [-0.693004, 0.914546, -1.967648]],
  "forces_ev_per_a": [[1.52, 5.98, 3.08], [-0.04, -0.12, 0.62], [-0.19, -0.44, 0.26], [-0.11, -0.15, -0.25], [-0.09, 0.87, 1.84], [0.00, -4.40, -2.44], [-0.14, -0.30, 0.09], [-0.54, -0.95, -1.45], [0.02, -0.28, -1.03], [0.17, -0.40, -0.57], [-0.29, 0.03, -0.24], [-0.02, 0.22, 0.07], [-0.22, 0.31, -0.01], [-0.11, 0.07, -0.13], [0.12, -0.02, 0.05], [0.23, 0.03, -0.07], [-0.14, 0.00, -0.06], [-0.25, -0.06, -0.04], [0.01, -0.01, 0.05], [0.13, -0.18, 0.15], [0.06, -0.13, -0.06], [-0.12, -0.05, 0.12]],
  "mulliken_charge": [1.691, -0.979, -1.486, -1.553, 0.436, -0.059, -0.845, -0.678, -0.694, 0.306, 0.264, 0.226, 0.320, 0.252, 0.320, 0.371, 0.302, 0.435, 0.295, 0.411, 0.307, 0.358]
}


{
  "formula": "C5H13N3O",
  "method": "wB97M-V/def2-TZVPD",
  "smiles": "CCCN(N)/C=N\\OC",
  "e_lumo_ha": 0.0351,
  "relative_energy_kj_mol": 415.6,
  "energy_ha": -437.6958,
  "homo_lumo_gap_ha": 0.342,
  "species": ["C", "C", "C", "C", "C", "H", "H", "H", "H", "H", "H", "H", "H", "H", "H", "H", "H", "H", "N", "N", "N", "O"],
  "xyz": [[1.370142, -1.325849, 0.287192], [2.011843, 0.047027, 0.125919], [1.022613, 1.161433, -0.020396], [-1.049725, 0.101408, -0.877362], [-1.442982, -1.144845, 2.176988], [2.110435, -2.066447, 0.576225], [0.528320, -1.293945, 0.983629], [0.988526, -1.611135, -0.687710], [2.577778, 0.321188, 1.026182], [2.726750, 0.054938, -0.715616], [0.478351, 1.392194, 0.921840], [1.543177, 2.127842, -0.300373], [0.677631, 0.155133, -2.701220], [-0.025815, 1.680359, -2.905901], [-1.563981, -0.027253, -1.818172], [-2.486671, -1.231564, 2.440475], [-1.102509, -2.113390, 1.730726], [-0.952097, -1.022778, 3.161089], [0.009089, 0.964120, -1.035403], [0.527088, 1.066632, -2.315865], [-1.671419, -0.412022, 0.120687], [-1.128068, -0.091411, 1.343607]],
  "forces_ev_per_a": [[0.15, 0.28, -0.27], [0.76, -0.04, 0.51], [-0.39, 2.27, 0.54], [-0.73, 0.59, -0.11], [0.49, -1.76, 1.62], [-0.01, -0.11, 0.13], [0.68, -0.16, -0.18], [-0.21, -0.36, -0.12], [0.17, -0.24, -0.14], [-0.26, -0.06, 0.27], [0.55, -0.43, -0.56], [-0.44, -1.10, 0.26], [0.01, -0.27, -0.62], [0.04, -0.34, 0.07], [-0.08, -0.47, -0.15], [-0.64, 0.13, -0.45], [-0.34, 0.62, 0.42], [0.21, 0.21, -0.63], [-0.28, -0.19, 0.86], [0.27, 0.45, -0.52], [-0.20, 0.29, -1.40], [0.27, 0.70, 0.49]],
  "mulliken_charge": [-0.722, -0.340, -0.556, -0.078, -0.711, 0.448, -0.075, 0.267, 0.308, 0.316, 0.303, 0.280, 0.225, 0.221, 0.438, 0.247, 0.338, 0.251, 0.316, -0.729, -0.606, -0.141]
}


{
  "formula": "C5H13N3O2",
  "method": "wB97M-V/def2-TZVPD",
  "e_lumo_ha": 0.0296,
  "relative_energy_kj_mol": 897.6,
  "energy_ha": -512.7534,
  "homo_lumo_gap_ha": 0.323,
  "species": ["C", "C", "C", "C", "C", "N", "N", "N", "O", "O", "H", "H", "H", "H", "H", "H", "H", "H", "H", "H", "H", "H", "H"],
  "xyz": [[1.640784, 1.577679, 0.840262], [-2.583529, -0.641017, 0.091753], [-0.294255, 1.171576, -1.770817], [-1.543402, -1.530547, -0.523468], [0.348165, -0.157174, -1.478199], [2.885495, 0.883203, 2.868843], [-0.235176, -0.909889, -0.337369], [0.551945, -1.365955, 0.571320], [1.743568, -1.092872, 0.597464], [2.679971, 1.318775, 1.339945], [0.671620, 1.612305, 1.450650], [-3.329548, -0.172725, -0.592173], [-3.244257, -1.138302, 0.817047], [-2.164940, 0.337494, 0.513601], [0.132738, 2.030102, -1.227340], [-0.358378, 1.264749, -2.834696], [-1.412205, 1.181907, -1.398758], [-1.577654, -2.524822, 0.023345], [-1.821915, -1.542989, -1.649758], [0.356046, -0.780253, -2.374043], [1.388493, -0.063518, -1.080024], [3.871430, 0.423754, 3.028166], [2.295007, 0.118520, 3.124250]],
  "forces_ev_per_a": [[-4.06, 1.53, -1.10], [-2.00, 2.73, 0.86], [-2.84, 0.27, 1.58], [-0.71, -0.24, -0.28], [1.29, -0.26, 1.29], [2.30, 0.29, 1.70], [0.80, 0.59, -2.78], [-0.37, -2.03, 2.04], [-0.51, 0.44, -0.58], [4.23, -1.65, 1.59], [1.00, -0.55, 0.06], [0.55, -0.75, -0.23], [0.59, 0.16, 0.14], [-0.24, -1.73, 0.04], [0.27, -0.46, -0.60], [0.17, 0.68, -0.57], [1.94, -0.17, -0.87], [0.32, 1.03, -1.19], [1.13, -0.69, 1.81], [-0.08, -0.22, 0.18], [-0.57, 0.32, -1.02], [-2.07, 1.41, -1.36], [-1.17, -0.69, -0.69]],
  "mulliken_charge": [-0.156, -1.061, -0.746, -0.317, -0.790, -0.506, 0.827, -0.465, -0.451, -0.113, 0.191, 0.337, 0.267, 0.236, 0.264, 0.354, 0.130, 0.436, 0.208, 0.435, 0.390, 0.262, 0.269]
}


{
  "formula": "C5H13N3P",
  "method": "wB97M-V/def2-TZVPD",
  "total_charge": 1,
  "e_lumo_ha": [-0.1060, -0.2382],
  "spin_multiplicity": 3,
  "energy_ha": -703.3560,
  "s_squared": 2.003,
  "homo_lumo_gap_ha": [0.177, 0.273],
  "species": ["C", "C", "C", "C", "C", "N", "N", "N", "P", "H", "H", "H", "H", "H", "H", "H", "H", "H", "H", "H", "H", "H"],
  "xyz": [[-0.576380, -0.916684, -1.071754], [-0.134830, -1.069865, 1.029290], [1.775117, -0.978973, -0.396969], [0.845222, 1.265813, 1.024253], [-2.090433, 0.908317, -0.796263], [0.405528, -1.461475, -0.208745], [-0.640341, 0.529556, -0.633650], [-0.363701, 0.411658, 0.830033], [1.829557, 0.889172, -0.502038], [-0.244190, -0.830792, -2.079608], [-1.621049, -1.511568, -0.987495], [-0.956474, -1.705178, 1.135630], [0.612090, -1.055558, 1.944942], [2.345636, -1.539148, 0.251398], [2.228228, -1.380631, -1.300821], [0.700490, 2.388078, 1.020035], [1.157511, 0.824644, 2.016457], [-2.182440, 1.854929, -0.209632], [-2.092910, 1.337252, -1.812589], [-2.892485, 0.150112, -0.477922], [-1.220342, 0.844616, 1.157090], [3.116203, 1.045719, 0.068366]],
  "forces_ev_per_a": [[-1.05, -0.62, -0.40], [3.74, 0.54, 2.55], [-2.15, -0.57, -2.15], [-0.76, -0.96, 2.12], [0.58, 2.18, 0.27], [0.62, -0.95, -0.15], [-2.66, -1.72, -0.05], [-1.83, 1.73, -1.36], [2.96, 1.13, 0.31], [0.08, -0.58, -0.93], [2.32, 1.51, -0.12], [-1.93, -0.05, 1.03], [-1.56, -0.84, -1.89], [1.72, -0.40, 2.64], [-0.58, 0.27, -0.66], [-0.49, -1.50, 0.29], [0.80, 1.22, -0.85], [-0.39, -0.67, -0.16], [-0.80, -0.88, 0.14], [1.41, 0.95, -0.79], [-0.24, -0.28, 1.19], [0.24, 0.46, -0.99]],
  "mulliken_spin": [-0.022, -0.002, 0.254, 0.203, 0.024, -0.011, 0.061, 0.028, 1.351, 0.021, 0.002, -0.002, 0.007, 0.020, -0.009, -0.052, 0.037, -0.001, -0.001, -0.002, 0.011, 0.083]
}


{
  "formula": "C5H13N3S",
  "method": "wB97M-V/def2-TZVPD",
  "total_charge": 2,
  "e_lumo_ha": -0.3207,
  "relative_energy_kj_mol": 528.4,
  "energy_ha": -759.9583,
  "homo_lumo_gap_ha": 0.294,
  "species": ["C", "C", "C", "C", "C", "N", "N", "N", "S", "H", "H", "H", "H", "H", "H", "H", "H", "H", "H", "H", "H", "H"],
  "xyz": [[-0.107516, -1.666941, -0.288746], [-1.376258, 1.125884, -0.544769], [-3.482640, 0.386727, 0.672710], [2.227363, -0.030156, -0.737165], [-2.132383, 0.064966, 0.009192], [3.943376, 0.337765, 0.929731], [0.282284, -2.888097, -0.509435], [3.276791, -0.369405, 0.161874], [-1.798557, -1.607543, 0.260641], [-1.948965, 1.544400, -1.352858], [-1.253410, 1.934011, 0.126484], [-0.360267, 0.917652, -0.908257], [-3.398833, 0.113969, 1.698224], [-4.272463, -0.115470, 0.154542], [-3.726418, 1.424463, 0.438843], [1.241399, -0.452422, -0.362738], [2.718276, -0.646002, -1.623192], [2.084296, 1.030396, -1.095251], [3.962562, 1.466759, 1.008538], [4.826647, -0.054257, 1.415725], [1.192947, -3.020944, -0.925800], [-0.389436, -3.692746, -0.589753]],
  "forces_ev_per_a": [[-0.48, -0.74, 0.18], [2.19, -0.29, -1.39], [1.36, 1.07, -2.36], [2.10, 0.65, -1.96], [-2.01, -2.33, 2.50], [1.56, 2.66, -0.23], [-1.56, -0.25, -0.59], [0.74, 0.09, 1.74], [0.24, 1.75, -0.69], [-0.52, 0.31, -0.65], [-0.38, 0.94, 1.17], [-0.60, -0.39, -0.04], [-0.34, -0.01, 0.89], [-0.56, -1.00, -0.04], [0.20, 0.15, 0.76], [0.75, -0.45, -0.43], [-1.86, 0.98, 1.17], [0.51, -0.71, 0.83], [-0.71, -2.80, -0.50], [-2.02, 0.01, -0.80], [0.24, -0.28, 0.16], [1.12, 0.64, 0.28]],
  "mulliken_charge": [-0.100, -0.877, -1.282, -0.117, 0.791, -0.191, -0.209, 0.012, -0.055, 0.401, 0.401, 0.075, 0.434, 0.441, 0.356, -0.028, 0.291, 0.434, 0.349, 0.341, 0.255, 0.278]
}


{
  "formula": "C5H13N3S",
  "method": "wB97M-V/def2-TZVPD",
  "total_charge": 2,
  "e_lumo_ha": -0.3565,
  "relative_energy_kj_mol": 353.0,
  "energy_ha": -760.0251,
  "homo_lumo_gap_ha": 0.287,
  "species": ["C", "C", "C", "C", "C", "N", "N", "N", "S", "H", "H", "H", "H", "H", "H", "H", "H", "H", "H", "H", "H", "H"],
  "xyz": [[-0.082018, -1.267710, 0.080839], [-0.330883, 1.645576, -1.177929], [-2.505400, 2.038838, 0.038303], [2.129680, -1.921842, 0.704318], [-1.404761, 1.329043, -0.334642], [1.551394, 0.418991, 0.756998], [-0.263118, -2.436196, -0.410480], [1.133170, -0.922696, 0.523485], [-1.529327, -0.228416, 0.396958], [-0.528041, 2.254578, -2.120906], [0.321176, 2.348436, -0.632814], [0.234716, 0.783229, -1.564756], [-3.173021, 2.155117, -0.776674], [-2.254954, 3.185731, 0.153733], [-3.137436, 1.614988, 0.841090], [2.754278, -1.979634, -0.288983], [1.659070, -2.844509, 0.854807], [2.758050, -1.624934, 1.603413], [2.468644, 0.518096, 1.029517], [0.892229, 0.831764, 1.389230], [0.480297, -3.145800, -0.365838], [-1.173743, -2.752651, -0.699671]],
  "forces_ev_per_a": [[2.21, 3.26, 0.94], [1.81, 1.17, -2.99], [-2.26, 4.43, 2.04], [3.24, 0.95, -1.38], [1.35, -3.95, 0.07], [-3.89, -0.67, -1.42], [-0.47, -2.66, -0.64], [-1.24, 1.13, 0.18], [0.28, -0.10, 0.07], [-0.58, -0.44, 1.23], [0.18, -0.23, 0.06], [-0.05, 0.37, 0.62], [-0.82, -0.02, -1.52], [-0.36, -1.98, 0.26], [0.53, 0.45, -0.12], [-0.73, -0.03, 2.02], [-0.24, -1.41, 0.67], [-0.65, -0.63, -1.27], [2.47, -0.33, 0.89], [0.12, 0.39, 0.69], [-0.68, 0.44, -0.39], [-0.22, -0.15, 0.00]],
  "mulliken_charge": [0.839, -0.988, -1.211, -1.149, 0.815, -0.619, -0.360, 0.335, -0.083, 0.392, 0.356, 0.359, 0.396, 0.366, 0.447, 0.407, 0.449, 0.334, 0.263, 0.253, 0.153, 0.247]
}


What did the sixth record say?
{
  "formula": "C5H13N3S",
  "method": "wB97M-V/def2-TZVPD",
  "total_charge": 2,
  "e_lumo_ha": -0.3565,
  "relative_energy_kj_mol": 353.0,
  "energy_ha": -760.0251,
  "homo_lumo_gap_ha": 0.287,
  "species": ["C", "C", "C", "C", "C", "N", "N", "N", "S", "H", "H", "H", "H", "H", "H", "H", "H", "H", "H", "H", "H", "H"],
  "xyz": [[-0.082018, -1.267710, 0.080839], [-0.330883, 1.645576, -1.177929], [-2.505400, 2.038838, 0.038303], [2.129680, -1.921842, 0.704318], [-1.404761, 1.329043, -0.334642], [1.551394, 0.418991, 0.756998], [-0.263118, -2.436196, -0.410480], [1.133170, -0.922696, 0.523485], [-1.529327, -0.228416, 0.396958], [-0.528041, 2.254578, -2.120906], [0.321176, 2.348436, -0.632814], [0.234716, 0.783229, -1.564756], [-3.173021, 2.155117, -0.776674], [-2.254954, 3.185731, 0.153733], [-3.137436, 1.614988, 0.841090], [2.754278, -1.979634, -0.288983], [1.659070, -2.844509, 0.854807], [2.758050, -1.624934, 1.603413], [2.468644, 0.518096, 1.029517], [0.892229, 0.831764, 1.389230], [0.480297, -3.145800, -0.365838], [-1.173743, -2.752651, -0.699671]],
  "forces_ev_per_a": [[2.21, 3.26, 0.94], [1.81, 1.17, -2.99], [-2.26, 4.43, 2.04], [3.24, 0.95, -1.38], [1.35, -3.95, 0.07], [-3.89, -0.67, -1.42], [-0.47, -2.66, -0.64], [-1.24, 1.13, 0.18], [0.28, -0.10, 0.07], [-0.58, -0.44, 1.23], [0.18, -0.23, 0.06], [-0.05, 0.37, 0.62], [-0.82, -0.02, -1.52], [-0.36, -1.98, 0.26], [0.53, 0.45, -0.12], [-0.73, -0.03, 2.02], [-0.24, -1.41, 0.67], [-0.65, -0.63, -1.27], [2.47, -0.33, 0.89], [0.12, 0.39, 0.69], [-0.68, 0.44, -0.39], [-0.22, -0.15, 0.00]],
  "mulliken_charge": [0.839, -0.988, -1.211, -1.149, 0.815, -0.619, -0.360, 0.335, -0.083, 0.392, 0.356, 0.359, 0.396, 0.366, 0.447, 0.407, 0.449, 0.334, 0.263, 0.253, 0.153, 0.247]
}